The following is a DFT calculation (wB97M-V/def2-TZVPD) of a cluster of 2 separate species, C21H21F4O2 in total.

Geometry (Å):
C 4.421 -3.104 -0.115
C 3.105 -2.417 0.223
C 3.268 -1.035 0.795
C 2.073 -0.423 1.369
H 0.923 0.008 -0.221
O 1.172 -1.147 1.958
C 0.521 -0.277 2.970
C 1.094 1.056 2.729
O 1.980 0.871 1.554
H 4.236 -4.105 -0.523
H 5.007 -2.547 -0.854
H 5.049 -3.228 0.773
H 2.456 -2.479 -0.656
H 2.594 -3.000 0.983
H 3.800 -1.039 1.744
H 3.665 -0.356 0.047
H -0.553 -0.292 2.828
H 0.855 -0.713 3.908
H 0.376 1.846 2.492
H 1.827 1.383 3.471
F -6.071 2.198 0.464
C -5.440 0.991 0.645
C -6.157 -0.016 1.292
C -5.498 -1.222 1.460
F -6.153 -2.253 2.090
C -4.186 -1.444 1.060
C -3.462 -0.374 0.470
C -2.103 -0.622 0.023
C -1.227 0.255 -0.497
C 0.207 -0.029 -0.943
C 0.638 1.043 -1.945
C 1.201 0.719 -3.196
C 1.788 1.721 -3.966
F 2.323 1.379 -5.195
C 1.748 3.079 -3.642
C 1.157 3.366 -2.408
F 1.061 4.687 -2.033
C 0.562 2.396 -1.608
C -4.131 0.835 0.215
H -7.177 0.127 1.632
H -3.705 -2.393 1.201
H -1.733 -1.639 0.132
H -1.491 1.319 -0.489
H 0.182 -1.002 -1.442
H 1.207 -0.316 -3.533
H 2.170 3.837 -4.263
H 0.070 2.698 -0.685
H -3.651 1.660 -0.311

Calculated values
gap between HOMO and LUMO = 7.3 eV
highest occupied orbital energy = -11.5 eV
charge = +1
LUMO = -4.266 eV
max |F| = 4.8 eV/A

The following is a DFT calculation (wB97M-V/def2-TZVPD) of the ion C4H5N4 with charge +1.

Geometry (Å):
H -0.895 0.290 2.596
N -0.816 0.575 1.638
C -1.703 1.081 0.905
N -1.333 1.400 -0.432
N -0.329 0.838 -0.807
C 0.555 -0.003 -0.622
C 0.666 -1.423 -1.083
C 1.773 0.482 -0.099
N 2.854 0.726 0.130
H -2.648 1.411 1.227
H 1.332 -1.405 -1.947
H -0.324 -1.943 -1.348
H 0.869 -2.029 -0.159

Calculated values
SMILES = [H]/N=C/N=[N+]=C(C)C#N
relative energy (zero: lowest compared OMol25 entry of this formula, charge and spin) = 87.7 kcal/mol
gap between HOMO and LUMO = 9.3 eV
highest occupied orbital energy = -16.2 eV
charge = +1
LUMO = -6.914 eV
max |F| = 4.3 eV/A

The following is a DFT calculation (wB97M-V/def2-TZVPD) of an isolated molecule of C3H4N2O.

Geometry (Å):
N 1.908 -0.614 0.230
C 0.611 -0.108 0.176
C 0.140 1.154 0.385
N -1.224 0.910 0.139
C -1.504 -0.347 -0.171
O -0.385 -1.033 -0.136
H 2.193 -1.016 -0.658
H 2.501 0.187 0.425
H -1.812 1.720 0.028
H -2.427 -0.854 -0.418

Calculated values
relative energy (zero: lowest compared OMol25 entry of this formula, charge and spin) = 69.7 kcal/mol
gap between HOMO and LUMO = 8.7 eV
highest occupied orbital energy = -8.0 eV
LUMO = 0.783 eV
max |F| = 0.7 eV/A

Question: What is the gap between HOMO and LUMO in the third record?
Answer: 8.7 eV